Entry 1:
{"formula": "CH4NOP", "method": "ωB97M-V/def2-TZVPD", "e_lumo_ev": -1.0, "homo_ha": -0.311, "relative_energy_ev": 4.950, "multiplicity": 1, "smiles": "C#P(N)O", "symbols": ["C", "N", "O", "P", "H", "H", "H", "H"], "coordinates": [[-0.638, -1.380, 0.191], [0.916, 0.388, 0.122], [-1.286, 0.865, -0.854], [-0.654, 0.359, 0.549], [-0.219, -1.721, 1.126], [1.651, 0.143, 0.793], [-0.947, 0.334, -1.543], [1.176, 1.012, -0.384]], "forces_ev_per_a": [[0.022, 0.029, -0.326], [0.168, -9.971, 7.674], [-0.713, 1.900, 0.944], [-3.838, 0.469, 1.058], [0.752, -0.863, 0.669], [-0.668, 0.136, -0.299], [0.440, -1.137, -1.614], [3.836, 9.437, -8.106]], "lowdin_charge": [-0.05, -0.13, -0.32, 0.56, -0.08, 0.09, 0.01, -0.09]}

=====

Entry 2:
{"formula": "CH6NOP", "method": "ωB97M-V/def2-TZVPD", "e_lumo_ev": 0.6, "homo_ha": -0.355, "relative_energy_ev": 1.622, "multiplicity": 1, "smiles": "C=PO.N", "symbols": ["C", "N", "O", "P", "H", "H", "H", "H", "H", "H"], "coordinates": [[-1.199, 1.561, -0.184], [2.046, -1.281, -0.034], [-1.453, -0.796, 0.869], [-1.211, 0.003, -0.570], [2.809, -1.691, -0.632], [-1.372, 1.959, 0.751], [-1.158, 2.293, -0.989], [2.178, -0.333, -0.361], [1.143, -1.536, -0.414], [-1.783, -0.179, 1.565]], "forces_ev_per_a": [[-0.034, 0.936, -1.960], [1.615, 0.037, -1.039], [-0.379, 0.839, -0.016], [-0.052, -1.618, 0.493], [-1.265, -0.341, 0.809], [-0.231, 0.787, 2.012], [0.175, -0.176, 0.064], [-0.361, 0.688, 0.424], [0.086, -0.424, -0.178], [0.446, -0.728, -0.610]], "lowdin_charge": [-0.37, -0.01, -0.41, 0.81, 0.03, -0.03, -0.01, -0.01, -0.06, 0.05]}

=====

Entry 3:
{"formula": "C27H22O5PS3W", "method": "ωB97M-V/def2-TZVPD", "e_lumo_ev": -5.6, "homo_ha": -0.431, "charge": 1, "relative_energy_ev": 0.977, "multiplicity": 1, "symbols": ["W", "O", "C", "O", "C", "C", "C", "C", "C", "O", "C", "C", "O", "O", "H", "H", "H", "H", "H", "H", "H", "H", "C", "C", "C", "C", "C", "C", "P", "C", "C", "C", "C", "C", "C", "C", "C", "C", "C", "C", "C", "H", "H", "H", "H", "H", "H", "H", "H", "H", "H", "H", "H", "H", "H", "S", "C", "S", "S"], "coordinates": [[0.199, -0.017, -0.278], [-3.094, 2.243, 0.386], [-2.254, 1.474, 0.728], [-1.669, 0.610, -0.142], [-1.781, 1.280, 2.169], [-1.419, -0.177, 2.442], [-1.208, -0.441, 3.926], [0.156, 0.237, 4.191], [0.489, 0.823, 2.829], [-0.028, -0.231, 1.924], [-0.429, 2.002, 2.480], [0.106, 2.739, 1.264], [0.254, 3.922, 1.202], [0.404, 1.901, 0.275], [-2.580, 1.637, 2.816], [-2.017, -0.908, 1.916], [-1.168, -1.510, 4.124], [-2.021, -0.016, 4.512], [0.911, -0.488, 4.487], [0.113, 1.015, 4.951], [1.544, 0.981, 2.626], [-0.516, 2.709, 3.300], [-1.902, -1.497, -5.380], [-2.193, -0.416, -4.556], [-2.062, -0.538, -3.183], [-1.638, -1.751, -2.633], [-1.362, -2.837, -3.458], [-1.494, -2.704, -4.833], [-1.393, -1.893, -0.852], [-2.963, -2.219, -0.059], [-4.152, -1.740, -0.605], [-5.356, -2.024, 0.021], [-5.374, -2.788, 1.180], [-4.191, -3.274, 1.722], [-2.984, -2.990, 1.107], [-0.126, -3.039, -0.427], [-0.033, -4.428, -0.431], [1.189, -4.981, -0.111], [2.257, -4.141, 0.205], [2.133, -2.762, 0.239], [0.903, -2.159, -0.070], [-1.996, -1.398, -6.453], [-2.516, 0.524, -4.981], [-2.299, 0.305, -2.544], [-1.024, -3.776, -3.038], [-1.274, -3.544, -5.477], [-4.137, -1.152, -1.513], [-6.280, -1.653, -0.399], [-6.318, -3.015, 1.658], [-4.213, -3.881, 2.617], [-2.059, -3.384, 1.517], [-0.889, -5.044, -0.677], [1.325, -6.054, -0.100], [3.217, -4.580, 0.445], [2.998, -2.186, 0.532], [4.187, 0.109, -2.241], [2.839, 0.157, -1.376], [1.202, 0.159, -2.255], [2.595, 0.231, 0.309]], "forces_ev_per_a": [[0.031, 0.666, 0.687], [0.005, -0.010, -0.025], [0.014, 0.046, 0.143], [0.129, -0.202, -0.027], [-0.059, -0.023, -0.048], [0.049, -0.050, 0.043], [-0.040, 0.012, -0.017], [0.040, 0.016, -0.016], [0.003, 0.036, 0.019], [-0.005, 0.003, 0.143], [0.061, 0.079, -0.032], [-0.008, 0.038, 0.169], [0.029, -0.018, -0.009], [-0.097, -0.250, -0.255], [-0.012, -0.001, -0.019], [-0.051, -0.053, -0.020], [0.003, 0.007, -0.012], [0.003, -0.004, 0.010], [-0.005, 0.002, 0.005], [-0.004, 0.006, -0.003], [-0.011, 0.003, -0.012], [-0.027, -0.011, -0.001], [-0.023, 0.061, -0.002], [-0.002, -0.026, -0.033], [-0.046, -0.005, 0.053], [-0.182, -0.076, 0.023], [0.081, 0.009, -0.050], [0.012, -0.039, 0.032], [0.234, -0.150, -0.489], [-0.027, -0.061, 0.101], [0.023, 0.090, 0.035], [0.017, 0.024, -0.015], [-0.004, -0.017, 0.025], [-0.043, 0.016, 0.003], [0.028, -0.062, -0.073], [-0.232, -0.007, 0.102], [0.014, 0.082, -0.086], [0.031, -0.004, 0.024], [0.021, -0.065, 0.015], [-0.108, 0.092, 0.188], [-0.063, -0.080, -0.086], [-0.004, 0.011, -0.002], [-0.005, -0.006, -0.013], [0.041, 0.002, -0.015], [0.005, -0.004, 0.006], [0.002, -0.007, 0.008], [-0.031, -0.011, 0.003], [-0.002, 0.001, -0.006], [-0.002, 0.003, 0.006], [0.009, -0.004, -0.002], [-0.011, 0.012, -0.002], [0.009, -0.012, -0.017], [-0.008, -0.004, -0.009], [0.000, -0.002, 0.008], [-0.013, 0.015, -0.042], [-0.138, 0.015, -0.002], [0.218, 0.005, 0.206], [-0.143, -0.077, -0.619], [0.292, -0.014, -0.001]], "lowdin_charge": [1.37, 0.19, -0.49, -0.28, -0.07, -0.21, -0.06, -0.07, -0.22, -0.24, -0.07, -0.53, 0.17, -0.27, 0.17, 0.12, 0.13, 0.13, 0.13, 0.13, 0.13, 0.17, -0.05, -0.05, -0.13, -0.37, -0.06, -0.05, 1.03, -0.33, -0.05, -0.05, -0.05, -0.06, -0.10, -0.40, -0.07, -0.05, -0.04, -0.12, -0.31, 0.12, 0.12, 0.10, 0.11, 0.12, 0.11, 0.12, 0.12, 0.11, 0.11, 0.12, 0.12, 0.12, 0.05, 0.72, -1.61, 0.64, 0.70]}